1.
{"formula": "C3H32NO11S", "method": "ωB97M-V/def2-TZVPD", "symbols": ["C", "C", "C", "S", "N", "H", "H", "H", "H", "H", "H", "H", "H", "H", "H", "H", "H", "O", "H", "H", "O", "H", "H", "O", "H", "H", "O", "H", "H", "O", "H", "H", "O", "H", "H", "O", "H", "H", "O", "H", "H", "O", "H", "H", "O", "H", "H", "O"], "positions_angstrom": [[1.810, -0.496, -1.993], [3.113, -0.458, -1.324], [3.739, 0.819, -1.768], [2.996, 2.229, -0.806], [0.492, -0.165, -0.952], [1.320, 0.295, -2.642], [1.589, -1.543, -2.342], [3.735, -1.219, -1.863], [2.933, -0.762, -0.294], [3.487, 0.922, -2.790], [4.845, 0.711, -1.812], [2.380, 1.512, 0.031], [0.429, 0.816, -0.547], [-0.442, -0.207, -1.491], [0.601, -0.798, -0.203], [-0.541, 0.719, 1.906], [0.018, 0.492, 3.250], [0.367, 0.561, 2.381], [-1.420, -2.372, 1.343], [-2.918, -2.838, 1.337], [-2.200, -2.658, 0.690], [0.532, -1.732, 2.568], [1.121, -3.123, 3.160], [0.532, -2.681, 2.448], [-0.445, 3.141, 2.930], [-0.781, 2.348, 1.823], [-1.129, 2.562, 2.670], [-4.824, 0.789, 0.441], [-4.152, 1.978, -0.341], [-4.028, 1.077, -0.007], [-2.649, 0.782, 2.874], [-2.641, -0.102, 1.696], [-2.355, -0.116, 2.598], [-1.214, 4.841, -0.155], [-0.138, 4.377, -1.147], [-0.916, 4.122, -0.704], [-0.947, -3.111, -1.822], [-1.444, -4.266, -1.073], [-0.563, -3.901, -1.412], [1.241, -3.023, 0.845], [2.233, -3.809, -0.027], [1.654, -2.977, -0.025], [-2.225, 1.265, 0.138], [-1.438, 2.637, -0.082], [-1.293, 1.686, -0.041], [-3.035, -1.103, -2.202], [-2.204, -2.157, -2.917], [-2.114, -1.319, -2.411]], "forces_ev_per_a": [[-5.877, -0.418, -0.062], [0.572, -0.628, -1.655], [1.388, 0.731, 1.604], [1.791, 1.332, -2.188], [0.131, 1.295, -1.853], [2.364, -0.903, -0.382], [-0.279, 1.219, 0.282], [-0.622, 0.038, 0.892], [0.819, 0.303, 0.202], [-0.423, 0.481, -1.042], [-0.566, 0.766, 0.871], [-0.941, -1.429, 1.757], [0.510, -1.268, -0.662], [1.648, -0.824, 1.099], [-0.575, -1.245, 1.095], [2.580, -0.910, 1.143], [-0.238, 0.008, 1.522], [-1.385, -0.487, -2.870], [-2.353, -1.209, -2.081], [0.564, 0.111, -0.573], [1.656, 1.049, 2.791], [0.340, 0.648, 0.430], [-1.557, 1.441, -1.671], [1.067, -1.735, 1.444], [1.045, 1.250, 1.318], [-0.030, -0.453, -1.477], [-1.684, 0.450, 0.447], [-0.290, 0.177, 0.062], [-0.382, -0.314, 0.172], [0.575, 0.101, -0.251], [0.433, -0.723, 0.255], [-0.408, -0.561, -1.111], [-0.317, 1.168, 0.816], [0.068, 0.601, 0.112], [1.489, 0.590, -0.783], [-1.575, -0.514, 0.702], [0.654, 0.103, 0.215], [1.978, 0.320, -0.252], [-2.685, -0.539, 0.073], [-0.318, 0.025, 0.345], [-1.298, 1.858, -0.264], [1.962, -1.558, -0.203], [2.251, 1.088, -0.596], [0.203, 0.442, -0.445], [-2.354, -2.075, 0.902], [0.311, 0.081, 0.134], [0.124, 0.854, 0.249], [-0.366, -0.737, -0.515]], "e_homo_ev": -12.2, "e_lumo_ev": -2.60, "homo_lumo_gap_ev": 9.585, "de_lowest_kj_mol": 316.8, "charge": 1}

2.
{"formula": "C9H18F5GaI2OP2", "method": "ωB97M-V/def2-TZVPD", "symbols": ["I", "I", "Ga", "P", "C", "C", "H", "H", "H", "H", "H", "H", "C", "H", "H", "H", "P", "C", "C", "H", "H", "H", "C", "H", "H", "H", "H", "H", "H", "C", "O", "F", "C", "F", "C", "F", "F", "F"], "positions_angstrom": [[3.388, -1.460, -2.152], [0.946, -2.477, 1.459], [0.026, -0.308, 0.264], [1.903, 1.154, 1.033], [1.695, 1.197, 2.862], [3.665, 0.711, 0.845], [4.327, 1.511, 1.231], [2.723, 3.439, 1.002], [3.872, 0.511, -0.224], [1.931, 2.958, -0.562], [1.858, 0.188, 3.264], [3.844, -0.228, 1.388], [1.869, 2.915, 0.536], [2.418, 1.906, 3.294], [0.932, 3.394, 0.851], [0.679, 1.519, 3.119], [-0.884, -1.480, -1.664], [-2.199, -2.483, -0.925], [-1.709, -0.450, -2.889], [1.010, -2.151, -2.973], [-0.442, -3.089, -3.465], [0.440, -3.463, -1.937], [0.103, -2.667, -2.609], [-0.951, 0.132, -3.423], [-2.239, -1.088, -3.606], [-2.758, -2.939, -1.750], [-2.883, -1.858, -0.345], [-2.432, 0.220, -2.412], [-1.752, -3.244, -0.280], [-1.168, -0.886, 2.403], [-1.704, -1.174, 3.371], [-1.224, 2.096, -0.656], [-1.343, 1.315, 0.493], [-1.005, 2.143, 1.573], [-2.856, 1.084, 0.674], [-3.524, 2.251, 0.803], [-3.417, 0.432, -0.392], [-3.140, 0.367, 1.800]], "forces_ev_per_a": [[0.073, -0.056, 0.120], [0.605, -0.977, 0.340], [-0.127, 1.990, -0.824], [0.549, 0.902, 0.853], [-0.300, -0.197, -0.265], [-0.115, -0.712, -0.515], [-0.499, -0.378, -0.165], [-0.329, -0.353, -0.243], [0.066, 0.357, 0.581], [0.107, 0.189, 0.351], [0.111, 0.280, 0.050], [0.113, 0.295, -0.077], [-0.454, -0.141, -0.341], [-0.176, -0.305, -0.160], [0.320, -0.184, -0.113], [0.299, 0.003, -0.048], [-0.634, -0.271, -0.348], [0.043, 0.116, 0.143], [0.137, 0.477, -0.044], [-0.532, -0.244, -0.120], [-0.034, 0.198, 0.355], [-0.102, -0.036, -0.181], [0.878, 0.210, 0.247], [-0.214, 0.021, 0.013], [0.144, -0.012, 0.169], [0.075, -0.099, 0.220], [0.054, -0.126, -0.083], [0.240, -0.084, -0.157], [-0.214, -0.065, -0.139], [-1.624, -1.239, 3.454], [1.645, 0.818, -2.663], [0.125, -0.754, 0.891], [-0.203, 0.713, -0.135], [-0.053, -0.918, -0.901], [-2.191, 0.959, 0.136], [0.908, -1.005, -0.253], [0.894, 0.292, 0.972], [0.417, 0.337, -1.118]], "e_homo_ev": [-16.4, -16.2], "e_lumo_ev": [-11.31, -9.54], "homo_lumo_gap_ev": [5.127, 6.676], "de_lowest_kj_mol": 23.9, "charge": 2}

3.
{"formula": "C41H37F5HgOP2", "method": "ωB97M-V/def2-TZVPD", "symbols": ["Hg", "C", "C", "C", "C", "C", "C", "C", "C", "C", "H", "H", "H", "H", "H", "H", "H", "H", "H", "H", "H", "H", "H", "H", "H", "P", "P", "C", "C", "C", "C", "C", "C", "C", "C", "C", "C", "C", "C", "C", "C", "C", "C", "C", "C", "C", "C", "C", "C", "C", "C", "C", "C", "H", "H", "H", "H", "H", "H", "H", "H", "H", "H", "H", "H", "H", "H", "H", "H", "H", "H", "H", "H", "H", "H", "F", "C", "C", "F", "C", "F", "C", "O", "C", "F", "C", "F"], "positions_angstrom": [[0.387, 1.377, -0.825], [-2.079, 1.142, -3.029], [-1.878, -0.310, -2.861], [-1.067, -1.012, -3.970], [0.284, -0.321, -4.285], [1.032, 0.431, -3.260], [0.821, 1.767, -2.861], [-0.094, 2.600, -3.749], [-1.476, 2.002, -4.050], [0.386, 0.946, 1.297], [-3.105, 1.455, -2.769], [-2.902, -0.765, -2.841], [-1.681, -1.054, -4.887], [-0.917, -2.055, -3.668], [0.948, -1.138, -4.611], [0.123, 0.315, -5.165], [1.999, -0.013, -3.024], [1.736, 2.345, -2.628], [0.420, 2.743, -4.708], [-0.234, 3.598, -3.316], [-2.172, 2.857, -4.191], [-1.492, 1.430, -4.991], [-0.041, 1.838, 1.777], [1.418, 0.805, 1.646], [-0.187, 0.070, 1.632], [-1.318, -0.642, -1.119], [2.903, -0.139, -0.693], [0.284, -1.618, -1.222], [1.657, -1.462, -1.078], [-2.197, -2.024, -0.344], [-2.470, -3.261, -0.953], [-3.189, -4.207, -0.207], [-3.545, -3.934, 1.123], [-3.116, -2.763, 1.760], [-2.447, -1.802, 1.016], [-2.566, 0.775, -0.458], [-2.276, 2.167, -0.484], [-3.242, 3.151, -0.327], [-4.595, 2.803, -0.343], [-4.932, 1.446, -0.373], [-3.937, 0.444, -0.317], [3.964, -0.813, 0.525], [3.485, -1.907, 1.291], [4.391, -2.774, 1.884], [5.768, -2.517, 1.777], [6.245, -1.366, 1.132], [5.351, -0.495, 0.524], [3.510, 1.576, -0.867], [3.228, 2.505, 0.178], [3.224, 3.866, -0.109], [3.775, 4.329, -1.309], [4.352, 3.420, -2.204], [4.129, 2.053, -2.051], [-0.014, -2.681, -1.386], [2.213, -2.392, -1.291], [-2.142, -3.476, -1.978], [-3.475, -5.159, -0.669], [-4.156, -4.636, 1.691], [-3.304, -2.567, 2.813], [-2.159, -0.845, 1.462], [-1.270, 2.602, -0.702], [-2.905, 4.185, -0.227], [-5.351, 3.586, -0.309], [-5.988, 1.147, -0.401], [-4.263, -0.601, -0.199], [2.405, -2.075, 1.365], [4.024, -3.660, 2.411], [6.474, -3.234, 2.193], [7.319, -1.163, 1.094], [5.697, 0.413, 0.028], [2.939, 2.140, 1.167], [2.785, 4.564, 0.608], [3.791, 5.399, -1.527], [4.965, 3.779, -3.031], [4.400, 1.335, -2.831], [-2.231, -0.592, 8.599], [-1.887, -0.894, 7.336], [-2.202, -0.006, 6.300], [-2.882, 1.131, 6.574], [-1.841, -0.303, 5.007], [-2.211, 0.506, 3.987], [-1.116, -1.508, 4.666], [-0.768, -1.747, 3.486], [-0.890, -2.413, 5.766], [-0.331, -3.600, 5.481], [-1.254, -2.105, 7.054], [-1.036, -2.990, 8.046]], "forces_ev_per_a": [[1.246, 0.484, 1.590], [-1.972, 0.386, -0.207], [-0.242, -0.933, -0.501], [-0.267, 0.183, 0.511], [0.005, -0.956, -1.014], [1.448, -0.972, -0.809], [-0.344, 1.529, -0.325], [0.134, 0.116, 0.063], [-0.349, 0.816, -0.565], [-0.116, 0.034, 0.197], [0.697, -0.158, 0.004], [0.639, 0.109, 0.138], [0.185, 0.113, 0.340], [0.117, 0.163, -0.084], [-0.159, 0.317, -0.107], [0.136, -0.127, 0.030], [-0.244, 0.200, 0.022], [-0.224, -0.341, -0.412], [0.036, 0.115, 0.078], [0.064, -0.176, -0.013], [0.390, -0.514, -0.101], [0.185, 0.346, -0.003], [0.084, -0.256, -0.037], [-0.354, 0.032, -0.125], [0.112, 0.206, -0.135], [-1.528, -0.954, -0.044], [0.924, -1.330, -0.623], [2.140, 0.470, 0.241], [-1.781, 0.611, 0.216], [0.238, -0.079, 0.265], [-0.377, 0.052, 0.471], [0.112, 0.181, -0.155], [0.187, 0.274, 0.081], [-0.123, -0.227, -0.272], [-0.139, 0.007, -0.305], [-0.126, 1.171, 0.432], [0.302, -0.457, 0.179], [-0.232, -0.232, -0.069], [0.318, -0.344, 0.106], [0.286, 0.025, 0.206], [0.293, -0.162, -0.360], [0.632, -1.267, 0.695], [0.123, 0.504, -0.555], [0.665, 0.017, 0.092], [-0.349, -0.192, -0.021], [-0.241, -0.027, 0.267], [-0.605, -0.324, 0.158], [-0.855, 1.375, -0.338], [-0.310, -0.384, -0.713], [0.210, 0.008, 0.094], [0.241, -0.252, -0.053], [-0.024, 0.292, 0.058], [-0.467, -0.652, 0.838], [0.009, 0.968, 0.182], [-0.052, 0.525, 0.551], [-0.303, 0.098, 0.373], [0.126, 0.418, 0.223], [0.256, 0.003, -0.206], [0.028, -0.166, -0.222], [-0.110, -0.555, 0.142], [-1.103, -0.370, 0.464], [-0.276, -0.278, -0.217], [0.062, -0.297, -0.015], [0.528, 0.070, 0.164], [0.239, 0.642, -0.264], [0.441, 0.003, 0.018], [0.208, 0.376, -0.115], [-0.135, 0.223, -0.011], [-0.383, -0.065, 0.043], [-0.033, -0.366, -0.020], [-0.173, 0.147, -0.438], [0.361, -0.183, -0.145], [0.088, -0.328, 0.100], [-0.440, -0.066, 0.040], [-0.050, 0.294, 0.265], [-0.110, 0.079, 0.407], [-0.057, 0.082, -0.450], [0.087, -0.317, 0.279], [0.164, -0.233, 0.040], [0.468, -1.055, 0.180], [0.036, 0.186, 0.021], [-0.472, 0.447, 0.708], [0.228, -0.258, -0.908], [-0.265, 0.884, -0.728], [0.167, -0.206, 0.127], [-0.263, 0.298, 0.004], [0.009, 0.181, -0.018]], "e_homo_ev": [-5.6, -5.6], "e_lumo_ev": [-1.58, -1.64], "homo_lumo_gap_ev": [4.056, 4.004], "de_lowest_kj_mol": 452.2}

- Number 1 is which compound?
  C3H32NO11S